{"formula": "C6H13NO7Zn", "method": "the ωB97M-V functional and the def2-TZVPD basis", "symbols": ["Zn", "O", "C", "O", "O", "H", "O", "C", "O", "O", "H", "C", "C", "C", "O", "C", "N", "H", "H", "H", "H", "H", "H", "H", "H", "H", "H", "H"], "xyz": [[0.22, 0.78, 0.71], [0.90, -0.15, 4.33], [0.64, 0.24, 3.08], [1.47, 0.98, 2.47], [-0.42, -0.13, 2.51], [1.76, 0.25, 4.53], [-0.52, 4.40, 0.08], [-0.35, 3.08, 0.19], [0.69, 2.55, -0.30], [-1.24, 2.35, 0.71], [-1.34, 4.57, 0.56], [1.34, -1.70, -2.61], [0.64, -0.74, -1.66], [-0.63, -1.36, -1.11], [-1.28, -0.35, -0.34], [-2.47, -0.78, 0.31], [1.52, -0.40, -0.49], [2.39, -1.47, -2.78], [0.88, -1.71, -3.60], [1.24, -2.75, -2.31], [0.40, 0.18, -2.18], [-0.43, -2.26, -0.51], [-1.29, -1.67, -1.94], [-2.91, 0.10, 0.75], [-2.24, -1.55, 1.05], [-3.15, -1.23, -0.42], [2.35, 0.05, -0.87], [1.84, -1.29, -0.12]], "mulliken_charge": [0.675, -0.453, 0.893, -0.655, -0.593, 0.326, -0.455, 0.824, -0.651, -0.679, 0.340, -1.515, 0.435, -0.784, -0.186, -0.812, -0.423, 0.396, 0.405, 0.353, 0.250, 0.407, 0.455, 0.225, 0.319, 0.323, 0.272, 0.305], "gap_ev": 9.64, "spin_multiplicity": 1, "charge": 0, "fmax_ev_per_a": 1.71, "homo_ev": -9.4, "de_lowest_kcal_mol": 0.0}

***

{"formula": "C6H13NS", "method": "the ωB97M-V functional and the def2-TZVPD basis", "symbols": ["C", "C", "C", "C", "C", "C", "H", "H", "H", "H", "H", "H", "H", "H", "H", "H", "H", "H", "H", "N", "S"], "xyz": [[-1.92, -1.23, -0.27], [-2.07, 1.16, -0.41], [-0.01, 0.00, 0.36], [1.02, -1.10, 0.01], [2.08, -0.08, 0.37], [1.06, 1.05, 0.16], [-2.72, -1.27, -0.98], [-2.36, -1.33, 0.73], [-1.23, -2.06, -0.46], [-2.48, 1.37, 0.64], [-2.93, 0.96, -1.02], [-1.58, 2.12, -0.77], [-0.25, -0.05, 1.51], [1.01, -1.30, -1.06], [1.02, -1.97, 0.55], [2.38, -0.18, 1.43], [4.40, 0.59, 0.36], [1.08, 1.39, -0.90], [1.09, 1.97, 0.77], [-1.19, 0.00, -0.46], [3.62, -0.03, -0.56]], "mulliken_charge": [-1.046, -0.931, 0.521, -1.410, 0.236, -1.021, 0.368, 0.360, 0.312, 0.317, 0.340, 0.273, 0.170, 0.382, 0.366, 0.286, 0.132, 0.301, 0.350, -0.048, -0.260], "gap_ev": 9.44, "spin_multiplicity": 1, "charge": 0, "fmax_ev_per_a": 2.17, "homo_ev": -8.5, "de_lowest_kcal_mol": 32.8}

***

{"formula": "C6H13O2", "method": "the ωB97M-V functional and the def2-TZVPD basis", "symbols": ["C", "O", "C", "C", "C", "C", "C", "H", "H", "H", "H", "H", "H", "H", "H", "H", "H", "H", "H", "H", "O"], "xyz": [[-2.79, 0.02, 0.76], [-4.09, -0.26, 0.64], [-2.12, 0.27, -0.61], [-0.66, 0.72, -0.62], [0.28, -0.34, -0.08], [1.55, -0.40, -0.62], [2.53, -1.34, 0.01], [-2.60, 0.96, 1.34], [-2.17, -0.78, 1.27], [-2.70, 1.08, -1.07], [-2.27, -0.59, -1.27], [-0.49, 1.58, 0.02], [-0.34, 0.98, -1.63], [-0.24, -1.22, 0.28], [1.89, 0.40, -1.27], [2.69, -0.73, 0.91], [2.10, -2.32, 0.17], [3.41, -1.48, -0.61], [2.54, 1.99, 1.03], [1.19, 0.37, 0.50], [2.30, 1.08, 0.85]], "mulliken_charge": [-0.262, -0.883, -0.852, -0.393, -0.375, 0.131, -1.190, 0.140, 0.083, 0.317, 0.295, 0.279, 0.325, 0.515, 0.277, 0.336, 0.307, 0.324, 0.148, 0.331, -0.855], "gap_ev": 5.58, "spin_multiplicity": 1, "charge": -1, "fmax_ev_per_a": 3.54, "homo_ev": -2.3, "de_lowest_kcal_mol": 140.7}

***

{"formula": "C6H13O2", "method": "the ωB97M-V functional and the def2-TZVPD basis", "symbols": ["C", "C", "C", "H", "H", "H", "H", "H", "H", "H", "H", "C", "C", "C", "O", "O", "H", "H", "H", "H", "H"], "xyz": [[-2.12, 0.45, -0.70], [-1.32, 1.08, 0.44], [-3.50, 1.09, -0.89], [-1.54, 0.59, -1.62], [-2.21, -0.64, -0.64], [-1.85, 0.92, 1.37], [-1.14, 2.14, 0.25], [-3.42, 2.17, -1.03], [-4.00, 0.63, -1.74], [-0.35, 0.59, 0.47], [-4.07, 0.98, 0.04], [2.27, -0.46, 0.69], [2.65, -1.88, 1.14], [2.65, -0.37, -0.84], [2.10, -1.19, -1.60], [3.53, 0.48, -1.10], [1.22, -0.24, 0.86], [2.91, 0.32, 1.10], [3.56, -2.20, 0.64], [1.83, -2.57, 0.91], [2.79, -1.91, 2.23]], "mulliken_charge": [-0.238, -0.474, -1.183, 0.289, 0.332, 0.343, 0.296, 0.306, 0.335, -0.129, 0.299, 0.087, -1.155, 0.518, -0.735, -0.757, -0.231, 0.186, 0.302, 0.274, 0.333], "gap_ev": 7.22, "spin_multiplicity": 1, "charge": -1, "fmax_ev_per_a": 1.47, "homo_ev": -3.8, "de_lowest_kcal_mol": 12.5}

***

{"formula": "C6H13O2", "method": "the ωB97M-V functional and the def2-TZVPD basis", "symbols": ["C", "C", "C", "H", "H", "H", "H", "H", "H", "H", "H", "C", "C", "C", "O", "O", "H", "H", "H", "H", "H"], "xyz": [[0.66, -1.00, -1.23], [0.58, 0.30, -2.11], [-0.45, -1.97, -1.57], [1.67, -1.49, -1.00], [0.50, -0.60, -0.20], [-0.49, 0.52, -2.32], [1.30, 0.13, -2.86], [-1.07, -2.40, -0.75], [-1.20, -1.44, -2.17], [0.70, 1.11, -1.39], [-0.03, -2.84, -2.09], [-0.32, 1.53, 2.00], [-1.13, 0.21, 1.95], [1.03, 1.44, 1.22], [1.69, 0.42, 1.30], [1.15, 2.42, 0.42], [-0.78, 2.49, 1.60], [0.01, 1.68, 3.07], [-0.68, -0.54, 2.63], [-1.11, -0.27, 0.94], [-2.03, 0.31, 2.55]], "lowdin_spin": [0.000, 0.003, 0.000, 0.000, 0.000, 0.000, 0.000, 0.000, 0.000, 0.001, 0.000, 0.090, 0.017, 0.080, 0.025, 0.770, 0.000, 0.008, 0.000, 0.001, 0.005], "s_squared": 0.7548, "gap_ev": [11.21, 7.04], "spin_multiplicity": 2, "charge": 0, "fmax_ev_per_a": 2.80, "homo_ev": [-10.4, -10.4], "de_lowest_kcal_mol": 35.7}

***

{"formula": "C6H13O3Pd", "method": "the ωB97M-V functional and the def2-TZVPD basis", "symbols": ["C", "O", "C", "C", "O", "Pd", "H", "H", "H", "H", "H", "H", "C", "C", "O", "C", "H", "H", "H", "H", "H", "H", "H"], "xyz": [[3.37, 0.51, -0.20], [2.97, -0.67, -0.68], [1.98, -1.41, 0.04], [0.62, -1.20, -0.58], [0.28, 0.19, -0.53], [1.28, 1.42, -0.86], [3.26, 0.67, 0.88], [4.22, 0.93, -0.74], [1.99, -1.12, 1.10], [2.26, -2.47, -0.05], [-0.11, -1.77, 0.00], [0.61, -1.52, -1.63], [-1.11, 0.50, -0.32], [-1.30, 1.90, 0.19], [-1.64, -0.31, 0.72], [-3.03, -0.60, 0.70], [-1.64, 0.37, -1.28], [-0.63, 1.83, 1.12], [-0.94, 2.63, -0.55], [-3.14, -1.60, 0.27], [-3.44, -0.58, 1.72], [-3.58, 0.13, 0.08], [-2.28, 2.17, 0.58]], "lowdin_spin": [0.448, 0.341, 0.015, 0.045, 0.412, 1.511, 0.042, 0.035, 0.001, 0.002, 0.006, 0.012, 0.042, 0.034, 0.020, 0.003, 0.014, 0.002, 0.008, 0.000, 0.001, 0.001, 0.005], "s_squared": 3.7571, "gap_ev": [8.31, 5.44], "spin_multiplicity": 4, "charge": 2, "fmax_ev_per_a": 15.00, "homo_ev": [-17.0, -18.1]}

***

{"formula": "C6H13O4Rh", "method": "the ωB97M-V functional and the def2-TZVPD basis", "symbols": ["O", "C", "C", "O", "C", "Rh", "H", "H", "H", "H", "H", "H", "H", "O", "C", "O", "C", "C", "H", "H", "H", "H", "H", "H"], "xyz": [[2.87, 0.32, -1.93], [2.25, 1.16, -1.07], [1.89, 0.62, 0.22], [2.67, -0.48, 0.59], [2.26, -1.15, 1.76], [3.61, -1.36, -1.20], [2.76, 2.14, -0.98], [1.86, 1.35, 1.04], [2.99, -1.94, 1.96], [2.24, -0.46, 2.62], [1.26, -1.59, 1.62], [0.86, 1.62, -1.57], [0.34, 0.68, 0.10], [-0.58, 1.82, -1.57], [-3.64, -1.23, 0.41], [-2.81, -0.09, 0.46], [-2.16, 0.18, -0.74], [-1.11, 1.24, -0.52], [-4.12, -1.37, 1.39], [-4.42, -1.08, -0.35], [-3.06, -2.13, 0.15], [-2.87, 0.52, -1.51], [-1.66, -0.73, -1.14], [-1.42, 1.95, 0.27]], "lowdin_spin": [0.477, 0.285, 0.237, 0.108, 0.009, 1.874, 0.048, 0.008, 0.000, 0.003, 0.001, 0.094, 0.032, 0.303, 0.001, 0.001, 0.059, 0.404, 0.000, 0.000, 0.000, 0.015, 0.009, 0.029], "s_squared": 6.0191, "gap_ev": [4.34, 6.64], "spin_multiplicity": 5, "charge": 0, "fmax_ev_per_a": 4.32, "homo_ev": [-5.4, -8.4], "de_lowest_kcal_mol": 89.9}

***

{"formula": "C6H13P", "method": "the ωB97M-V functional and the def2-TZVPD basis", "symbols": ["C", "C", "C", "C", "C", "C", "P", "H", "H", "H", "H", "H", "H", "H", "H", "H", "H", "H", "H", "H"], "xyz": [[-1.97, 0.23, 0.02], [4.61, 1.55, 1.20], [3.97, 2.55, 1.68], [-1.20, 0.03, -1.32], [-1.95, 1.63, 0.52], [-3.56, -3.70, -1.10], [-2.66, -1.05, 0.87], [4.18, 0.67, 0.86], [5.76, 1.47, 1.32], [4.45, 3.39, 2.06], [2.88, 2.64, 1.73], [-1.42, 1.01, -1.81], [-0.08, 0.01, -1.14], [-1.63, -0.79, -1.76], [-2.61, 1.90, 1.33], [-2.11, 2.30, -0.35], [-0.97, 1.81, 0.85], [-4.04, -2.76, -1.44], [-2.49, -3.67, -0.97], [-4.21, -4.36, -0.60]], "mulliken_charge": [0.520, -0.412, -0.426, -1.058, -1.238, -0.880, -0.118, 0.268, 0.167, 0.222, 0.182, 0.264, 0.239, 0.402, 0.399, 0.307, 0.300, 0.246, 0.299, 0.318], "gap_ev": [8.11, 8.08], "spin_multiplicity": 1, "charge": 0, "fmax_ev_per_a": 4.62, "homo_ev": [-8.6, -7.9], "de_lowest_kcal_mol": 119.0}

***

{"formula": "C6H13PS2", "method": "the ωB97M-V functional and the def2-TZVPD basis", "symbols": ["C", "C", "C", "C", "C", "C", "P", "S", "S", "H", "H", "H", "H", "H", "H", "H", "H", "H", "H", "H", "H", "H"], "xyz": [[-1.06, 1.16, 0.17], [0.37, 1.62, -0.06], [-1.40, 0.10, -0.90], [1.25, 0.59, 0.67], [-0.80, -1.25, -0.54], [0.62, -1.39, -0.89], [3.05, 0.82, 0.37], [-1.12, -1.78, 1.24], [1.49, -2.81, -0.48], [-1.21, 0.66, 1.11], [-1.66, 2.01, 0.15], [0.62, 1.75, -1.08], [0.53, 2.62, 0.35], [-2.47, -0.05, -0.92], [-1.05, 0.60, -1.85], [0.74, 0.10, 1.46], [-1.33, -2.08, -1.16], [0.96, -0.84, -1.75], [3.83, -0.12, 0.99], [3.00, 1.45, 1.70], [-2.30, -2.29, 1.09], [0.44, -3.66, -0.67]], "mulliken_charge": [-0.883, -0.516, -0.751, -0.629, -0.162, -0.595, -0.159, -0.138, -0.198, 0.421, 0.371, 0.432, 0.431, 0.306, 0.365, 0.500, 0.430, 0.454, 0.021, 0.045, 0.135, 0.117], "gap_ev": [7.70, 8.05], "spin_multiplicity": 1, "charge": 0, "fmax_ev_per_a": 2.84, "homo_ev": [-7.7, -7.6], "de_lowest_kcal_mol": 74.6}

***

{"formula": "C6H14", "method": "the ωB97M-V functional and the def2-TZVPD basis", "symbols": ["C", "C", "C", "C", "C", "C", "H", "H", "H", "H", "H", "H", "H", "H", "H", "H", "H", "H", "H", "H"], "xyz": [[-2.83, -0.15, 0.25], [-1.50, 0.20, -0.48], [-0.29, -0.58, 0.05], [1.12, -0.03, -0.29], [2.26, -0.97, 0.09], [1.37, 1.40, 0.20], [-3.63, 0.35, -0.33], [-3.06, -1.32, 0.24], [-2.85, 0.26, 1.39], [-1.20, 1.30, -0.19], [-1.62, 0.11, -1.62], [-0.37, -0.69, 1.15], [-0.31, -1.68, -0.28], [1.11, 0.06, -1.40], [3.21, -0.59, -0.29], [2.11, -1.95, -0.45], [2.20, -1.10, 1.20], [0.62, 2.11, -0.24], [1.35, 1.54, 1.29], [2.31, 1.73, -0.29]], "mulliken_charge": [-1.095, -0.079, -0.884, 0.812, -1.400, -1.397, 0.373, 0.246, 0.251, 0.080, 0.266, 0.302, 0.301, 0.120, 0.389, 0.337, 0.313, 0.407, 0.286, 0.371], "gap_ev": 11.95, "spin_multiplicity": 1, "charge": 0, "fmax_ev_per_a": 2.95, "homo_ev": -10.8, "de_lowest_kcal_mol": 22.5}